ORCA calculation (ωB97M-V/def2-TZVPD) on C36H36CdN3O10PSe2 as an isolated structure.

Cartesian coordinates (Å):
H 1.612 4.527 0.754
H 4.650 -0.062 -2.086
O -1.025 0.769 1.367
C 4.003 -0.254 -1.229
C 0.844 -3.531 -0.942
C -2.190 -2.232 -0.692
H 3.802 -1.324 -1.220
H 0.402 -3.533 0.046
H -2.974 4.465 -1.740
C 1.082 -2.533 -3.114
H -5.310 -3.903 0.890
C -1.175 3.398 -1.008
H 4.189 -1.802 0.886
C -1.335 0.715 2.610
H 6.540 0.531 -1.042
H 4.561 1.545 2.355
C -0.383 5.769 -0.640
H 0.032 4.081 1.439
H 0.469 6.378 -0.332
C -1.724 -3.126 3.201
O 6.560 -1.444 -0.386
H 3.517 1.847 0.441
C -3.089 -1.481 0.069
H -4.885 -1.485 1.236
H -3.722 -5.246 -0.451
H -3.096 -0.055 -6.405
H 5.058 2.228 -0.317
H -2.563 1.796 -4.894
H -2.659 -2.399 -5.662
O -2.483 2.813 -2.863
H -1.724 3.251 -0.072
C -3.559 -4.183 -0.320
C -1.765 0.580 -3.324
O -4.078 -2.919 6.533
H 0.834 -1.754 -3.823
C 2.439 -4.426 -2.507
P -0.732 -1.289 -1.303
H -1.541 4.626 -2.785
H -2.863 -0.438 0.267
Cd 0.852 -0.107 0.592
H 6.789 0.319 0.709
C 4.749 0.123 0.072
N -1.480 -4.460 2.683
C 1.830 -4.455 -1.261
C 0.713 3.927 0.598
C 0.441 -2.579 -1.878
H -1.730 -4.198 -1.430
C -2.085 3.958 -2.112
O -0.647 -4.636 1.814
C -2.554 -3.084 4.302
H -2.927 -4.005 4.719
C 4.576 1.603 0.442
Se 2.780 -0.291 2.346
C -2.346 0.786 -4.588
H 1.008 2.884 0.607
O -0.355 -1.960 1.633
H -1.169 5.899 0.110
H 5.169 -0.831 1.966
Se 2.286 0.645 -1.639
C -1.640 -0.672 3.184
O -1.493 1.683 3.350
C -1.832 -1.772 -3.792
C 6.250 -0.061 -0.164
C -2.899 -1.877 4.860
C 2.069 -3.456 -3.429
H -1.635 -2.789 -3.483
N -3.755 -1.855 6.013
C -1.473 -0.733 -2.924
H -2.748 0.272 4.699
C -1.607 1.808 -2.486
C 4.351 -0.790 1.246
H 0.756 4.155 -1.531
C -2.448 -0.678 4.281
C -4.450 -3.429 0.431
N -0.847 2.049 -1.511
H 7.515 -1.525 -0.440
C -1.159 -1.922 2.587
C -4.214 -2.074 0.622
O -4.140 -0.772 6.436
C -2.407 -1.558 -5.028
O -2.142 -5.391 3.143
H 2.565 -3.400 -4.391
O 5.165 1.932 1.698
C -2.436 -3.588 -0.881
H 2.128 -5.188 -0.521
C -2.652 -0.257 -5.437
H -0.746 6.169 -1.587
C 0.039 4.295 -0.715
H 3.216 -5.141 -2.752

For the energy above the lowest of the compared OMol25 structures with the same formula, charge and spin, the calculation gives 10.4 kcal/mol. For the HOMO energy, the calculation gives -0.074 Eh. The spin multiplicity is 1. Its total charge is -2.

Here are the Mulliken charges for atoms 1 to 5, given in e: 0.445, 0.413, -0.266, -1.156, -0.523

=====

ORCA calculation (ωB97M-V/def2-TZVPD) on C36H36ClLuN8O9Se as an isolated structure in a non-equilibrium geometry.

Cartesian coordinates (Å):
C 5.685 4.170 3.910
C -1.342 4.607 1.801
H -3.111 -3.755 -2.597
H 2.957 4.113 4.248
C 2.677 6.189 1.611
C 2.336 -0.799 1.751
H -1.733 5.292 3.790
Lu -0.297 0.180 0.107
C -0.825 -2.627 -1.775
O -2.240 -0.884 -1.310
H 0.307 1.846 -2.926
H 7.126 3.687 2.403
C -1.893 5.840 -0.313
O -2.206 0.772 0.765
H -4.287 -2.801 -1.688
H -1.584 5.697 -3.005
O -0.220 -1.802 0.396
H 5.246 3.698 4.791
Cl 1.460 6.945 0.625
O -2.894 -0.990 1.828
C -1.936 5.752 1.125
C 4.618 4.921 3.152
O 1.385 -2.743 -0.847
H -2.371 -2.636 -0.184
C 6.476 3.134 3.082
H 5.292 -0.560 1.007
C -0.609 3.782 -3.154
N -2.496 6.755 1.747
H 4.305 7.077 0.538
H 8.497 2.255 1.615
C 7.246 0.095 2.663
H -2.060 0.206 -3.078
H -0.574 3.317 4.828
H 6.481 -0.555 3.088
H 5.013 0.769 3.809
H 5.347 0.788 -0.133
H 1.245 5.226 2.873
N -0.161 2.535 1.590
C 2.293 5.373 2.659
O 0.784 -0.082 -3.936
C -2.220 -2.336 -1.214
C 4.973 5.787 2.121
H 7.128 2.593 3.771
C -0.755 -1.602 -2.954
C -1.297 4.766 -1.098
H -0.701 -3.649 -2.129
C 0.238 -2.383 -0.690
C -0.799 3.640 -0.440
C -0.092 2.471 2.911
C -3.320 -2.767 -2.186
N 3.540 0.786 2.387
O 0.566 -0.058 -1.718
H 6.022 5.960 1.906
H 5.632 3.162 0.578
N 3.344 -0.546 2.546
C 4.017 6.417 1.345
H -0.490 3.791 -4.228
C 7.836 1.751 0.909
C -2.083 -0.830 -2.744
N -0.278 2.594 -1.103
C -1.287 4.510 3.190
H 1.927 -1.783 1.598
C -0.165 2.681 -2.423
O -0.948 -0.143 2.260
C 0.326 -0.532 -2.900
H 6.413 4.890 4.291
N -2.047 -0.159 1.642
H 0.412 1.605 3.321
C -0.647 3.429 3.755
H 4.109 2.275 3.675
C 5.942 0.183 0.550
H -0.714 -2.073 -3.933
O 4.994 2.789 1.196
H 8.433 1.012 0.374
C -0.775 3.585 1.033
C -3.266 -1.647 -3.249
H -3.105 -2.011 -4.262
C 5.695 2.104 2.231
C 2.639 1.282 1.542
C 6.665 1.039 1.604
H 7.750 0.625 3.473
H 6.683 -0.358 -0.041
H 7.986 -0.554 2.191
N 1.856 0.308 1.109
H 2.594 2.319 1.259
Se -3.017 7.911 0.506
H 7.505 2.482 0.165
N -2.418 6.917 -0.837
C 4.589 1.483 3.109
C -1.203 4.827 -2.488
C 3.268 4.750 3.427
H -4.173 -1.044 -3.236

For the energy above the lowest of the compared OMol25 structures with the same formula, charge and spin, the calculation gives 13.4 kcal/mol. For the HOMO energy, the calculation gives -0.328 Eh. The spin multiplicity is 1. Its total charge is 0.

Here are the Mulliken charges for atoms 1 to 5, given in e: -1.597, 0.552, 0.379, 0.378, 0.609

=====

ORCA calculation (ωB97M-V/def2-TZVPD) on C36H36IrN8O3S as an isolated structure in a non-equilibrium geometry.

Cartesian coordinates (Å):
C -0.920 2.302 -5.347
C -0.446 2.619 0.606
O 2.232 0.197 0.987
N 2.271 0.179 -1.791
H 2.262 4.396 -5.634
H -0.702 -4.897 -2.151
C 4.253 3.874 -4.972
N -0.095 -1.208 1.970
C -0.678 0.940 -5.092
C 2.546 -4.299 -1.355
N -0.640 1.274 1.154
H 5.395 -0.413 1.630
C -0.112 -4.798 2.969
C 2.739 1.437 -1.707
O -2.198 -2.779 -1.818
C 3.311 2.109 -2.759
H 0.349 -3.914 1.072
C 3.112 -1.575 2.454
C -0.449 0.476 -3.814
H 3.122 -2.337 1.673
H -1.000 -0.420 4.905
C 4.554 -0.075 1.024
C 2.419 -0.446 -2.966
C 3.182 4.745 -5.183
C -0.739 -3.333 4.804
H 4.236 0.730 3.578
H 2.182 -1.667 3.012
C -0.729 2.755 -3.047
H -1.232 1.635 3.173
H 2.527 6.781 -4.974
C 0.098 -3.107 -1.335
H 4.725 0.954 0.712
H -1.202 3.332 0.946
H 0.530 2.990 0.929
H 0.507 1.603 2.865
C -0.188 -2.463 2.588
H 6.300 3.738 -4.286
H -1.186 4.275 -4.525
H 3.329 1.874 2.576
C -0.961 3.235 -4.332
H -0.693 0.241 -5.917
N 1.163 -2.424 -0.903
C 5.436 4.374 -4.426
Ir 0.639 -0.350 -0.094
H -0.623 -5.451 4.954
H -0.310 -0.577 -3.614
C -1.205 -2.361 -1.290
C -0.445 1.140 2.598
H 3.649 3.127 -2.624
C 3.004 0.138 -4.066
H 0.060 -5.808 2.622
N -0.705 -0.900 4.070
H 3.205 -2.391 -0.599
H 2.652 1.919 -0.741
H -1.553 0.908 0.886
C 3.326 0.867 2.994
O -1.133 -1.219 -0.618
N 4.453 6.540 -4.260
H 3.935 -1.783 3.138
H 6.390 6.137 -3.656
H -1.107 2.619 -6.364
H 2.035 -1.455 -3.032
H -0.963 4.350 -1.620
C 0.053 -3.746 2.096
H 2.472 0.751 3.666
H 3.533 -4.739 -1.350
C 2.372 -3.001 -0.921
C 5.490 5.711 -4.082
N -0.746 3.383 -1.800
N -0.281 1.264 -1.407
H 1.550 -6.036 -2.140
H -1.044 -3.177 5.830
C -0.455 1.416 -2.788
C -0.504 -4.595 4.305
C -0.483 2.446 -0.876
C 3.441 1.460 -3.992
C -0.570 -2.277 3.912
H 4.479 -0.705 0.138
C -0.409 -0.328 2.889
S 4.116 2.173 -5.434
C 3.279 -0.183 1.884
C 1.438 -5.015 -1.798
C 0.196 -4.405 -1.802
C 3.328 6.068 -4.815
H 3.082 -0.422 -4.989

For the energy above the lowest of the compared OMol25 structures with the same formula, charge and spin, the calculation gives 0.0 kcal/mol. For the HOMO energy (spin up / spin down), the calculation gives -0.496 / -0.502 Eh. The spin multiplicity is 6. Its total charge is +2.

Here are the Mulliken charges for atoms 1 to 5, given in e: -0.655, -0.956, -0.575, 0.617, 0.478